Record 1
# C4H7N

An isolated molecule of C4H7N in a non-equilibrium geometry (ωB97M-V/def2-TZVPD, the Open Molecules 2025 dataset).

Last column: Mulliken charge in e.
Geometry (Å):
C: -1.72830 0.08514 1.16736  -0.2574
N: -1.51348 -0.45939 0.01189  -0.5126
C: -0.20952 -0.42091 -0.48271  0.1253
C: 0.88770 0.13380 0.04185  -0.0748
C: 2.09627 0.36889 -0.68912  -1.2097
H: -1.03879 0.64303 1.71505  0.1842
H: -2.73127 0.22239 1.56285  0.2457
H: -0.18595 -0.75855 -1.43092  0.4680
H: 0.95717 0.63354 1.01275  0.1795
H: 2.03424 1.35327 -1.25378  0.2519
H: 2.24236 -0.13475 -1.76051  0.2797
H: 3.03972 0.25528 -0.15303  0.3202

Properties
Charge: 0
SMILES string: C=N/C=C/C
2S+1: 1
HOMO level in Ha: -0.327

Record 2
# C21H18N4O5

An isolated molecule of C21H18N4O5 in a non-equilibrium geometry (ωB97M-V/def2-TZVPD, the Open Molecules 2025 dataset).

Last column: Mulliken charge in e.
Geometry (Å):
O: -2.05294 -2.20558 -2.38586  -0.6394
C: -2.62892 -2.27899 -1.32560  0.6027
C: -4.11747 -2.65979 -1.24579  -0.6716
O: -4.79226 -2.09292 -0.14239  -0.5429
C: -5.02403 -0.75552 -0.13232  0.6605
C: -4.55865 0.13870 -1.09668  -0.1932
C: -4.85009 1.48256 -0.97978  -0.6695
C: -5.60086 1.93949 0.09572  -0.1599
N: -5.90087 3.33959 0.21013  1.0087
O: -6.55423 3.69899 1.16742  -0.6232
O: -5.48362 4.07858 -0.65703  -0.6154
C: -6.06530 1.05426 1.06563  -0.3003
C: -5.77655 -0.28426 0.95043  -0.6726
N: -2.09399 -2.06907 -0.09941  -0.0821
C: -0.79592 -1.67590 0.24105  1.0208
C: 0.18119 -1.40682 -0.71231  -0.6908
C: 1.44604 -1.02025 -0.31121  -0.8655
C: 1.75857 -0.89609 1.03869  0.5706
C: 3.09365 -0.45136 1.53460  0.5646
O: 3.22572 0.16539 2.57457  -0.6491
N: 4.14478 -0.81144 0.76022  -0.1454
C: 5.49637 -0.37620 1.04454  -1.1252
C: 5.91810 0.72134 0.10448  0.7167
C: 5.24894 1.94173 0.10345  -0.2396
C: 5.63860 2.92171 -0.79225  -0.5045
C: 6.68625 2.64141 -1.65847  -0.2289
N: 7.32809 1.48677 -1.66721  -0.6073
C: 6.95135 0.55494 -0.80990  -0.3447
C: 0.76761 -1.14470 1.98545  -0.8872
C: -0.49436 -1.53648 1.59503  -0.6271
H: -4.18912 -3.74260 -1.10237  0.3485
H: -4.60024 -2.40387 -2.19500  0.4207
H: -3.96695 -0.19832 -1.93233  0.4499
H: -4.49905 2.19004 -1.71521  0.4626
H: -6.64635 1.43435 1.89149  0.4719
H: -6.12478 -0.99571 1.68181  0.4501
H: -2.71987 -2.19657 0.68762  0.1601
H: -0.05426 -1.49793 -1.75929  0.5175
H: 2.17707 -0.78543 -1.07152  0.3519
H: 3.98768 -1.30813 -0.10127  0.2188
H: 6.17866 -1.22801 0.97139  0.4356
H: 5.48517 -0.00499 2.07418  0.3408
H: 4.44002 2.11102 0.79990  0.4727
H: 5.14356 3.88001 -0.81776  0.3813
H: 7.02949 3.37157 -2.37937  0.3567
H: 7.50930 -0.37263 -0.85452  0.3185
H: 1.01001 -1.02133 3.02976  0.4410
H: -1.25554 -1.73157 2.33732  0.3421

Properties
Charge: 0
SMILES string: O=C(COc1ccc([N+](=O)[O-])cc1)Nc1ccc(C(=O)NCc2cccnc2)cc1
2S+1: 1
HOMO level in Ha: -0.334

Record 3
# C3H6N2O

A structure of composition C3H6N2O in a non-equilibrium geometry (ωB97M-V/def2-TZVPD, the Open Molecules 2025 dataset).

Last column: Mulliken charge in e.
Geometry (Å):
C: 1.20548 0.13022 0.71246  0.3459
C: -1.23806 -0.50784 0.54502  -1.2244
N: 1.68164 -0.78424 -0.24623  -0.5391
C: -0.01980 0.07782 -0.10046  0.4363
O: 2.23988 0.58678 -0.09305  -0.3948
N: -0.19497 0.82338 -1.21853  -0.4655
H: 0.66464 1.02502 -1.72004  0.2528
H: 1.26358 0.00326 1.78767  0.3865
H: -0.97650 0.62139 -1.82644  0.2234
H: -1.43348 -0.02658 1.50370  0.2791
H: -2.12944 -0.37891 -0.06769  0.3779
H: -1.06298 -1.57029 0.72359  0.3218

Properties
Charge: 0
2S+1: 1
HOMO level in Ha: -0.285